# 1
The following is a quantum chemistry calculation of a 13-piece molecular cluster, C17H45N11O28 overall, from the OMol25 dataset.

XYZ file:
```
101
Properties=species:S:1:pos:R:3:forces:R:3:lowdin_charge:R:1
C -15.947240 -12.688930 -16.137830 -0.4 0.3 0.6 0.02
N -15.520290 -13.871420 -15.332420 0.5 -0.6 -0.3 -0.43
O -15.102970 -13.698000 -14.196670 -0.5 0.0 -0.7 0.06
O -15.556310 -14.946780 -15.915170 -0.1 0.5 0.5 0.05
H -17.034740 -12.669750 -16.209020 0.0 -0.5 -0.1 0.09
H -15.519090 -12.796250 -17.134460 0.1 0.3 0.4 0.07
H -15.690250 -11.813440 -15.541530 0.5 0.0 -0.5 0.10
C -19.404750 -15.353170 -20.072070 0.0 0.8 0.4 0.07
N -19.024320 -14.511400 -18.863940 0.9 0.9 -1.2 -0.37
O -19.851260 -13.694770 -18.441110 1.4 -1.2 0.1 0.04
O -17.819210 -14.610510 -18.563160 -2.7 0.5 0.5 0.04
H -20.242470 -14.894530 -20.597410 -0.1 0.0 0.4 0.08
H -19.653190 -16.341090 -19.684270 0.4 0.0 -0.4 0.11
H -18.521950 -15.232950 -20.700010 -0.1 -0.8 0.0 0.09
C -13.122570 -9.655020 -17.912450 0.6 0.9 0.6 0.05
N -12.991060 -11.113050 -18.076300 -0.5 -1.7 -4.0 -0.39
O -12.950040 -11.568670 -19.264280 0.1 1.6 2.3 0.00
O -12.991240 -11.858150 -17.146120 0.0 0.2 1.4 0.09
H -14.144760 -9.375560 -17.657220 0.0 -0.4 -0.2 0.09
H -12.789480 -9.114970 -18.798730 -0.1 -0.5 -0.1 0.10
H -12.489570 -9.380390 -17.068650 0.0 -0.1 0.0 0.10
C -23.239640 -9.943840 -23.884490 1.3 0.1 1.1 0.05
N -24.664550 -9.631370 -23.626390 -0.9 -0.1 -1.4 -0.43
O -25.081980 -9.513530 -22.496830 0.6 -0.1 0.2 0.07
O -25.361460 -9.485150 -24.622950 0.3 0.0 0.3 0.06
H -22.871350 -10.594870 -23.091640 -0.3 -0.1 0.0 0.09
H -22.675270 -9.025570 -23.722090 -0.2 0.1 -0.1 0.09
H -22.982030 -10.340330 -24.866600 -0.9 0.1 0.1 0.08
C -15.095670 -8.390020 -22.170370 -0.3 0.3 1.2 0.04
N -15.917440 -7.883360 -23.313260 0.2 0.4 -0.6 -0.39
O -17.090230 -7.578130 -23.081150 1.5 -0.5 -0.3 0.03
O -15.355080 -7.745530 -24.399970 -0.8 -0.3 1.1 0.06
H -15.299160 -7.713030 -21.340690 0.0 0.2 -0.2 0.09
H -14.018590 -8.449780 -22.326670 -0.4 0.0 -0.7 0.09
H -15.494520 -9.327620 -21.783170 -0.1 0.0 -0.7 0.06
C -22.041340 -12.865620 -26.935090 1.5 0.2 -1.8 0.04
N -21.670230 -14.042510 -26.117030 -1.3 2.3 0.2 -0.48
O -20.592280 -14.028200 -25.609000 1.8 -0.4 0.7 0.07
O -22.549640 -14.816350 -25.929080 -1.2 -2.0 0.3 0.10
H -21.072230 -12.513260 -27.288290 -0.1 0.4 0.0 0.09
H -22.542990 -12.051140 -26.412530 -0.2 -0.7 0.2 0.09
H -22.541860 -13.258690 -27.820000 -0.5 0.3 0.4 0.10
C -17.237870 -11.550590 -25.651750 0.5 -0.4 1.4 0.07
N -16.524650 -12.659830 -24.935180 -0.6 -1.4 -1.0 -0.46
O -17.064010 -13.739290 -24.746890 -0.6 0.7 0.3 0.06
O -15.355590 -12.480610 -24.780460 1.7 0.5 0.7 0.06
H -16.737620 -10.686210 -25.215070 -0.4 0.3 -0.5 0.09
H -18.285240 -11.610010 -25.355790 0.1 0.0 -0.7 0.08
H -16.925640 -11.764590 -26.673910 -0.7 0.5 -0.1 0.11
C -11.030510 -12.110580 -21.958400 -0.2 -0.5 -0.9 0.05
N -11.589170 -10.729760 -21.796500 -1.9 -1.0 0.0 -0.42
O -10.819180 -9.827460 -21.655800 0.7 0.8 0.2 0.09
O -12.822610 -10.609740 -21.817010 1.6 -0.2 -0.2 0.01
H -9.990630 -12.073160 -22.282980 -0.1 0.4 0.5 0.10
H -11.575790 -12.585490 -22.774030 -0.3 0.1 0.1 0.10
H -11.184680 -12.716980 -21.065870 0.0 0.5 0.1 0.09
C -23.475990 -13.053060 -18.744310 0.0 -0.5 -0.3 0.06
N -22.770490 -12.918490 -20.072140 -0.7 -0.5 -2.1 -0.39
O -22.018520 -11.988440 -20.281950 -0.3 -0.2 0.9 0.04
O -23.055970 -13.745350 -20.970100 0.4 1.1 2.0 0.04
H -23.792130 -14.096170 -18.735560 0.3 0.1 0.4 0.10
H -24.385240 -12.452890 -18.710570 0.2 0.2 -0.5 0.10
H -22.818290 -12.732120 -17.936520 0.1 -0.3 -0.3 0.10
C -18.451590 -9.925610 -18.654270 0.0 1.1 -1.2 0.07
N -16.967640 -9.776160 -18.791350 0.6 -0.2 -0.3 -0.38
O -16.335080 -10.771310 -18.451390 0.3 1.1 -0.2 0.04
O -16.483280 -8.736950 -19.272110 -0.9 -1.9 1.1 0.06
H -18.794680 -9.593800 -19.634210 -0.3 0.1 0.1 0.09
H -18.790470 -9.171430 -17.944010 0.0 -0.4 0.1 0.11
H -18.750590 -10.963030 -18.504440 0.4 0.2 0.4 0.10
C -15.322930 -15.439370 -19.907980 -1.1 1.3 -0.9 0.01
N -15.535770 -16.877230 -19.771990 0.2 0.4 -0.8 -0.45
O -14.875450 -17.413640 -18.928590 0.1 -1.1 0.6 0.09
O -16.285870 -17.400960 -20.586180 0.2 -0.2 0.7 0.05
H -14.340420 -15.247170 -20.339050 0.0 -0.2 0.3 0.11
H -15.529980 -14.899220 -18.984140 0.5 -0.5 0.1 0.08
H -16.098410 -15.136170 -20.611400 0.3 0.3 -0.1 0.08
C -19.951590 -12.154320 -22.562790 -0.3 0.5 -0.3 -0.02
O -18.830110 -12.560380 -21.815400 -0.2 -1.4 0.9 0.00
C -17.723450 -11.880190 -21.846990 2.1 0.4 -1.3 -0.58
O -17.514140 -10.844020 -22.468660 -0.3 -0.9 1.0 0.10
O -16.799510 -12.616160 -21.188220 -1.7 0.5 -0.5 -0.01
C -15.459720 -12.223690 -21.048570 1.3 -0.3 0.4 -0.07
H -20.026680 -11.080520 -22.391260 -0.7 0.0 -0.3 0.09
H -20.793060 -12.742440 -22.196530 0.1 0.4 0.1 0.07
H -19.839360 -12.405100 -23.617600 0.3 0.2 -0.1 0.08
H -14.808480 -12.814560 -21.692670 -0.3 -0.2 -0.3 0.10
H -15.236730 -12.518490 -20.023160 0.3 0.5 -0.1 0.07
H -15.169910 -11.195050 -21.263080 -0.7 0.0 0.3 0.06
C -23.147960 -9.082410 -19.221460 -1.4 -0.9 0.1 -0.03
O -22.558530 -9.089240 -20.510240 0.0 0.4 -0.7 -0.01
C -21.458510 -8.401680 -20.720890 1.8 0.0 0.7 -0.58
O -20.818880 -7.824690 -19.858350 -0.6 -0.2 -1.0 0.11
O -21.068830 -8.568090 -22.013130 -0.9 -0.2 0.6 -0.04
C -19.985310 -7.775050 -22.464810 1.1 1.1 0.2 -0.06
H -22.975850 -10.062810 -18.777290 0.5 0.2 0.3 0.07
H -24.213970 -9.112010 -19.446950 -0.1 0.3 0.1 0.10
H -22.949190 -8.262220 -18.531620 0.5 0.0 -0.5 0.10
H -19.629210 -8.062600 -23.454050 -0.6 -0.5 0.1 0.09
H -19.108410 -7.823470 -21.819220 -0.3 -0.2 0.2 0.07
H -20.280370 -6.726930 -22.514770 -0.1 0.0 0.0 0.10
```
Forces are in eV/Å.

The LUMO energy is -0.0216 hartree. Its HOMO energy is -10.8 eV. As for the spin multiplicity: 1. The calculation puts the orbital gap at 10.2 eV.

=====

# 2
The following is a quantum chemistry calculation of C17H45N11O28 as an isolated structure, from the OMol25 dataset.

XYZ file:
```
101
Properties=species:S:1:pos:R:3:forces:R:3:lowdin_charge:R:1
C -15.479819 -17.763045 -10.301296 -0.1 -1.4 -1.2 0.08
N -14.860743 -17.850470 -8.947962 -2.2 1.0 -0.7 -0.34
O -14.935033 -18.865446 -8.242598 -8.7 4.5 -5.9 -0.12
O -14.330523 -16.823847 -8.586213 -0.6 0.2 0.8 0.10
H -16.457341 -17.282356 -10.262691 0.1 0.0 0.6 0.11
H -15.608460 -18.773956 -10.688078 0.0 0.0 0.2 0.10
H -14.891877 -17.205683 -11.030513 0.4 0.1 0.6 0.10
C -13.002748 -22.368078 -5.367489 -0.6 -2.6 -1.4 -0.05
N -12.988803 -23.848111 -5.222171 -2.2 -3.5 -1.0 -0.30
O -11.967986 -24.458435 -5.510385 -2.2 0.3 1.5 0.02
O -14.019554 -24.449399 -4.800802 2.2 -0.4 -4.5 0.04
H -12.702294 -22.055474 -6.367540 0.6 -1.3 0.2 0.11
H -12.344348 -21.951844 -4.605011 -0.7 -1.9 -1.0 0.09
H -14.049773 -22.066153 -5.341652 0.4 -0.8 0.8 0.11
C -10.309490 -18.171365 -10.550826 -0.4 -0.5 0.4 0.11
N -10.991641 -18.029639 -9.210514 -0.3 1.3 -1.0 -0.26
O -10.383737 -18.473653 -8.247356 -3.4 0.1 -6.3 -0.13
O -12.119061 -17.524636 -9.138358 3.6 1.1 -1.7 0.05
H -9.241888 -18.365984 -10.448537 -0.2 0.1 0.5 0.11
H -10.472133 -17.298014 -11.182410 -0.4 -0.2 0.2 0.11
H -10.791743 -19.092461 -10.878101 0.1 0.2 -0.8 0.12
C -8.643187 -21.555498 -3.652334 2.3 -1.3 0.3 0.06
N -8.255675 -23.077498 -3.474055 2.8 2.9 2.2 -0.28
O -7.152784 -23.360615 -2.921531 -2.9 0.5 -1.8 0.06
O -9.154676 -23.831274 -3.700700 2.7 -0.8 -0.9 -0.03
H -7.734366 -20.956180 -3.598026 0.2 -0.4 -0.2 0.12
H -9.212873 -21.223224 -2.784493 0.6 -1.8 -0.2 0.07
H -9.132451 -21.376687 -4.609807 0.6 -0.8 0.9 0.06
C -8.848389 -17.801129 -6.906751 3.1 1.6 2.9 0.08
N -9.087977 -18.248651 -5.518739 2.3 -1.2 0.4 -0.33
O -8.696574 -19.385726 -5.159780 0.1 2.9 -1.2 0.03
O -9.567556 -17.426737 -4.772012 1.0 -0.4 0.1 0.05
H -8.055038 -18.409266 -7.341362 -0.3 0.0 0.0 0.13
H -8.526796 -16.772293 -6.744958 0.2 0.0 -0.3 0.12
H -9.784073 -17.817334 -7.465614 1.5 1.8 2.5 -0.03
C -13.892314 -21.080994 -2.344538 -0.4 0.6 -0.8 0.06
N -14.487827 -22.397734 -2.686242 -0.7 -0.4 2.3 -0.29
O -13.841013 -23.161578 -3.394341 -1.8 2.6 5.9 -0.06
O -15.538893 -22.694868 -2.081449 1.5 0.2 -1.5 0.07
H -13.238687 -20.806740 -3.172579 -1.1 0.2 0.5 0.07
H -13.243877 -21.188867 -1.475058 -0.5 -0.1 0.2 0.11
H -14.654779 -20.317806 -2.188678 0.0 -0.9 0.2 0.10
C -11.196598 -23.959612 -2.535017 -0.6 0.3 0.2 0.08
N -11.405653 -22.553274 -2.174707 -0.6 -1.4 0.4 -0.33
O -11.421501 -22.238240 -1.025664 0.4 0.7 2.0 0.13
O -11.587938 -21.724645 -3.062998 -2.5 -7.6 5.0 -0.19
H -10.606819 -23.763764 -3.430511 -2.0 -1.3 0.1 0.04
H -12.195115 -24.393243 -2.590151 0.2 -0.1 -0.3 0.12
H -10.585261 -24.448107 -1.776242 -0.2 0.2 0.0 0.12
C -9.768046 -19.149646 -2.067295 1.8 1.0 3.3 -0.04
N -9.483153 -18.733592 -0.675844 1.7 1.6 0.6 -0.40
O -10.405771 -18.600261 0.095970 -0.2 -0.5 -0.1 0.09
O -8.325613 -18.385664 -0.429158 -0.6 -0.5 0.1 0.05
H -10.586726 -18.491260 -2.357814 0.6 -1.0 0.7 0.08
H -9.854379 -20.236151 -2.079777 -0.6 1.1 2.2 0.08
H -8.921754 -18.903612 -2.708674 0.5 0.3 0.8 0.12
C -14.608020 -18.489117 -5.063733 0.4 0.2 -0.6 0.06
N -14.938836 -18.146025 -3.682942 -0.2 -1.1 1.8 -0.37
O -15.936691 -17.500606 -3.469910 -0.7 0.5 0.0 0.09
O -14.200375 -18.569663 -2.771264 -3.4 -1.4 -2.8 -0.04
H -13.655085 -18.019401 -5.307427 0.0 0.1 0.3 0.10
H -15.271406 -18.178605 -5.870952 -0.7 0.4 0.9 0.11
H -14.426762 -19.563603 -5.090772 -0.6 0.7 0.1 0.10
C -11.766534 -16.044927 -4.090658 -0.3 -1.3 -0.6 0.09
N -12.380577 -17.138790 -3.229003 0.0 1.3 1.1 -0.27
O -13.346628 -16.792293 -2.535490 3.7 1.6 -0.7 0.08
O -11.812834 -18.251706 -3.205385 -3.5 5.0 0.8 -0.06
H -11.068295 -16.535737 -4.768652 -0.4 0.4 0.5 0.05
H -11.246711 -15.387074 -3.394165 -0.3 0.2 -0.3 0.11
H -12.543267 -15.630315 -4.733216 -0.2 0.5 0.7 0.10
C -15.127597 -21.313992 -7.516360 -0.4 -0.8 -0.1 0.05
N -14.855511 -21.791361 -8.903897 -1.7 -2.4 -0.5 -0.37
O -15.400538 -22.868366 -9.267344 1.5 2.7 0.7 0.06
O -14.157404 -21.083988 -9.603785 -0.2 -0.6 -0.5 0.04
H -15.804478 -22.020380 -7.035804 0.2 0.1 -0.1 0.12
H -15.549041 -20.316785 -7.643115 -0.4 -1.2 0.4 0.09
H -14.157202 -21.241825 -7.025231 -0.7 -0.1 -0.1 0.06
C -13.161865 -19.206205 -7.700755 2.0 -1.7 2.8 -0.12
O -12.130954 -18.984019 -6.741657 -0.3 0.3 1.9 -0.02
C -12.135668 -19.667322 -5.583177 -1.9 -0.7 -0.1 -0.54
O -13.002039 -20.456674 -5.160989 2.2 6.0 -1.6 -0.09
O -11.100133 -19.343142 -4.919068 0.8 -0.7 -1.5 0.02
C -10.762283 -20.138536 -3.783826 -0.3 2.4 -3.2 -0.18
H -13.248045 -18.346500 -8.365263 2.1 -1.7 2.0 0.06
H -14.134247 -19.275625 -7.213184 3.5 -0.7 2.3 0.03
H -13.032686 -20.164563 -8.203695 0.5 0.5 -0.2 0.10
H -9.757205 -19.853695 -3.472776 -1.9 -0.2 -2.9 0.01
H -10.830608 -21.208426 -3.980707 2.0 2.2 -3.1 0.05
H -11.520221 -20.042992 -3.006321 0.9 1.3 -1.3 0.11
C -10.344612 -20.493523 -7.685357 -0.5 -1.3 0.3 -0.04
O -10.796907 -21.795081 -7.256501 1.9 -0.3 0.7 0.02
C -9.834815 -22.556105 -6.630284 0.6 -2.1 -1.1 -0.49
O -8.733309 -22.211086 -6.227840 -1.7 0.1 -1.0 0.10
O -10.266924 -23.835381 -6.691870 1.7 2.7 -1.4 -0.03
C -9.652384 -24.908940 -6.011463 -0.4 -1.6 0.2 -0.06
H -9.558623 -20.534965 -8.439408 0.0 -0.5 0.1 0.13
H -10.056044 -19.862307 -6.844876 0.4 -1.1 -0.2 0.08
H -11.245062 -19.993304 -8.041837 0.8 -2.0 -0.3 0.07
H -8.567757 -24.991418 -5.941550 0.0 0.8 -0.3 0.11
H -10.022317 -25.776544 -6.557832 0.2 0.0 -0.1 0.11
H -10.117334 -25.002582 -5.030071 0.6 -0.1 -0.5 0.07
```
Forces are in eV/Å.

The LUMO energy is -0.0735 hartree. Its HOMO energy is -9.0 eV. As for the spin multiplicity: 1. The calculation puts the orbital gap at 7.0 eV.

=====

Question: Which of these has the lowest LUMO energy?
Answer: number 2

=====

Question: Among the records above, which one has the highest HOMO energy?
Answer: number 2